116
Properties=species:S:1:pos:R:3:forces:R:3 method="wB97M-V/def2-TZVPD" gap_ev=5.07 energy_ha=-6052.96409 homo_ha=-0.1689 relative_energy_kj_mol=0.0 charge=-1 lumo_ev=0.5 fmax_ha_per_bohr=0.016
Lu -0.126 -0.790 0.509 0.7573 0.3309 -0.1392
I -5.432 -4.889 -6.932 -0.0443 -0.0235 -0.0370
C -4.173 -3.955 -5.554 0.0447 0.0378 0.0261
C -3.651 -2.704 -5.842 0.0018 -0.0270 0.0383
C -2.806 -2.097 -4.924 0.0202 0.0125 -0.0556
C -2.472 -2.720 -3.723 0.0234 -0.0268 0.0196
C -3.014 -3.977 -3.460 -0.1049 -0.0599 0.0807
C -3.863 -4.597 -4.364 0.0200 0.0428 0.0031
C -1.557 -2.053 -2.755 -0.1717 0.1649 -0.0250
C -0.496 -2.850 -2.242 0.0880 -0.1266 0.0724
C -0.107 -4.118 -2.746 0.0275 0.0795 -0.1153
C 0.610 -4.729 -1.751 -0.0097 0.0212 0.2010
C 0.670 -3.805 -0.671 -0.1059 -0.1393 -0.1314
C 1.270 -4.007 0.619 0.1160 0.0383 -0.0270
C 1.073 -5.267 1.384 -0.0850 -0.0267 -0.1074
C 0.846 -5.156 2.759 -0.1014 0.0795 0.0406
C 0.594 -6.264 3.554 0.0018 -0.0125 -0.0368
C 0.549 -7.518 2.973 0.0025 0.0442 -0.0406
I 0.157 -9.198 4.147 -0.0002 -0.0458 0.0288
C 0.726 -7.660 1.604 0.0003 0.0243 0.0179
C 0.967 -6.542 0.823 0.1563 -0.0312 -0.0240
C 1.999 -2.991 1.207 0.0897 -0.1889 0.0271
N 2.018 -1.707 0.718 0.1882 0.1419 0.1302
C 2.983 -1.057 1.378 -0.0553 -0.1824 0.0034
C 3.305 0.307 1.160 0.0498 0.2023 0.0237
C 4.515 0.840 1.852 -0.0483 -0.0669 -0.0113
C 4.386 1.786 2.864 -0.0050 0.0390 0.0151
C 5.501 2.280 3.528 0.0003 -0.0258 -0.0390
C 6.758 1.818 3.173 -0.0218 -0.0118 -0.0030
I 8.443 2.550 4.166 0.0393 0.0183 0.0205
C 6.913 0.874 2.170 -0.0437 0.0093 -0.0034
C 5.788 0.389 1.518 0.0302 -0.0067 0.0108
C 2.590 1.162 0.352 -0.0137 -0.0386 0.0939
C 3.076 2.483 -0.026 -0.0171 0.0042 0.0227
C 2.151 3.024 -0.827 -0.0328 0.0055 0.0111
C 1.055 2.053 -0.934 0.0301 -0.0791 -0.0414
N 1.359 0.938 -0.222 0.0197 0.0068 -0.1168
C -0.127 2.347 -1.619 0.1385 0.1697 0.0420
C -1.142 1.386 -1.869 0.0468 -0.0211 -0.1215
C -3.544 0.977 -2.407 0.0986 0.1223 -0.1143
C -3.247 -0.294 -2.563 0.1114 -0.0802 0.0460
C -1.878 -0.767 -2.387 -0.2421 -0.0859 -0.1140
N -0.961 0.097 -1.826 -0.0405 0.0297 0.2785
C -0.131 3.727 -2.231 0.0237 -0.0080 0.1213
C 0.391 3.891 -3.511 0.1296 0.0575 -0.0819
C 0.544 5.146 -4.078 -0.0077 -0.0815 0.0304
C 0.170 6.266 -3.348 -0.0538 -0.0144 0.0878
I 0.355 8.160 -4.200 0.0095 0.0509 -0.0251
C -0.329 6.137 -2.063 0.0659 0.0082 -0.0746
C -0.465 4.868 -1.513 0.0176 0.0040 -0.0179
C 3.644 -1.936 2.312 0.0320 0.0314 0.0230
C 3.014 -3.130 2.229 -0.0916 0.0155 -0.0043
N 0.047 -2.645 -1.015 0.1037 0.0356 0.1786
H -3.895 -2.205 -6.770 0.0064 -0.0079 -0.0126
H -2.388 -1.123 -5.147 0.0003 -0.0087 0.0039
H -2.778 -4.467 -2.524 0.0139 0.0058 -0.0284
H -4.282 -5.568 -4.138 -0.0047 -0.0035 -0.0037
H -0.322 -4.504 -3.731 -0.0171 -0.0111 0.0312
H 1.111 -5.680 -1.812 -0.0502 0.0058 -0.0560
H 0.797 -4.176 3.212 0.0553 0.0458 -0.0154
H 0.407 -6.133 4.611 0.0041 0.0014 0.0044
H 0.666 -8.636 1.142 -0.0019 -0.0062 0.0010
H 1.075 -6.688 -0.238 0.0486 -0.0072 0.0245
H 3.397 2.135 3.138 -0.0063 -0.0057 0.0092
H 5.385 3.012 4.316 0.0010 0.0037 0.0022
H 7.898 0.520 1.896 0.0042 -0.0012 0.0003
H 5.898 -0.349 0.732 0.0062 -0.0043 0.0022
H 4.023 2.905 0.266 0.0143 -0.0045 0.0059
H 2.191 3.984 -1.313 -0.0161 -0.0027 -0.0158
H -4.522 1.429 -2.398 -0.0061 -0.0173 -0.0493
H -4.042 -1.011 -2.710 0.0016 -0.0009 0.0201
H 0.689 3.014 -4.073 -0.0097 0.0012 -0.0010
H 0.948 5.248 -5.075 0.0017 0.0060 -0.0074
H -0.622 7.009 -1.496 -0.0191 0.0006 0.0012
H -0.849 4.773 -0.507 0.0048 0.0009 0.0077
H 4.475 -1.676 2.948 0.0038 0.0010 -0.0075
H 3.262 -4.036 2.755 -0.0274 -0.0287 0.0224
I 0.703 -2.449 5.651 0.0072 -0.0022 -0.0155
C 0.121 -0.533 5.080 0.0478 0.0333 0.0732
C -0.135 0.414 6.084 0.0220 -0.0520 -0.0765
C -0.510 1.690 5.772 0.0007 0.0054 -0.0447
I -0.872 3.030 7.334 -0.0086 0.0348 0.0265
C -0.644 2.081 4.413 -0.0107 0.0563 0.0530
C -1.026 3.368 3.977 -0.0067 -0.0151 0.0582
C -1.120 3.630 2.642 0.0071 0.0070 -0.0456
C -0.830 2.606 1.725 -0.0203 0.0176 0.0126
N -0.472 1.400 2.088 0.0499 -0.0573 0.0466
C -0.377 1.122 3.412 0.0181 -0.0141 -0.0918
C 0.020 -0.239 3.721 -0.0140 -0.0677 0.0193
O 0.243 -1.066 2.774 -0.0389 0.0881 -0.3893
H -0.031 0.119 7.119 -0.0017 -0.0096 0.0013
H -1.242 4.136 4.709 0.0015 -0.0045 -0.0037
H -1.414 4.607 2.280 0.0005 -0.0011 -0.0002
H -0.903 2.792 0.662 0.0185 0.0126 -0.0120
C -3.883 -1.668 1.904 -0.0727 -0.0164 -0.0038
C -2.564 -1.392 1.241 -0.1632 -0.0874 -0.1007
O -2.341 -0.246 0.739 -0.2467 -0.0265 0.0973
O -1.691 -2.297 1.176 -0.4341 -0.1734 0.2110
H -4.330 -0.743 2.260 -0.0029 -0.0002 0.0011
H -3.749 -2.378 2.717 -0.0016 -0.0025 0.0017
H -4.551 -2.116 1.166 -0.0029 0.0007 0.0039
N -3.856 6.467 -4.538 0.0877 -0.0104 -0.0195
C -3.797 6.045 -3.213 0.0592 0.0054 -0.0188
O -4.069 6.848 -2.321 -0.0158 0.0065 0.0404
C -3.369 4.688 -2.972 -0.0770 -0.0979 -0.0693
C -3.375 4.186 -1.648 -0.0039 0.0193 0.0781
C -2.922 2.977 -1.290 -0.0045 -0.0179 -0.0075
N -2.478 1.983 -2.317 -0.0600 -0.0030 -0.0065
C -2.345 2.587 -3.676 -0.1712 -0.0462 0.1339
C -2.813 3.818 -3.940 -0.0031 0.0983 -0.0700
H -4.314 7.356 -4.653 -0.0169 -0.0071 -0.0004
H -4.038 5.783 -5.252 -0.0385 0.0139 0.0013
H -3.727 4.844 -0.862 -0.0161 -0.0140 0.0030
H -2.922 2.552 -0.299 -0.0428 -0.0427 -0.0076
H -1.856 1.923 -4.371 -0.0200 -0.0096 -0.0061
H -2.655 4.159 -4.958 -0.0216 -0.0003 0.0010